(1)
Formula: C23H27CoIN6O12S2
Source: the Open Molecules 2025 dataset
Level of theory: ωB97M-V/def2-TZVPD

Geometry as XYZ:
```
72
Properties=species:S:1:pos:R:3:forces:R:3
Co 1.201595 0.254376 0.058899 0.07 0.00 -0.02
O 4.126846 3.310986 1.158483 0.00 0.01 0.03
C 3.203036 2.386953 0.980885 -0.03 -0.01 -0.04
O 3.113640 1.692124 -0.016895 0.03 0.01 0.04
C 2.236620 2.250948 2.109115 0.00 -0.02 0.02
C 2.177116 3.029543 3.247742 0.01 0.01 -0.01
C 1.147063 2.766907 4.151200 -0.01 0.00 0.00
C 0.234047 1.758459 3.888928 0.01 0.01 -0.01
C 0.383782 1.016420 2.722830 -0.03 -0.01 0.02
N 1.365614 1.274519 1.875978 -0.03 0.02 0.00
C -0.560064 -0.096141 2.255455 0.05 0.03 -0.03
O -1.630430 -0.225352 2.820317 0.01 0.00 0.03
O -0.097553 -0.764381 1.259698 -0.01 -0.06 -0.02
H 4.706247 3.345712 0.381034 0.01 0.00 -0.02
H 2.895757 3.817902 3.418983 0.00 0.00 0.00
H 1.058007 3.361091 5.050542 0.00 0.00 0.00
H -0.590977 1.536569 4.551272 0.00 0.00 0.00
C -6.536995 -2.479778 2.439142 0.00 -0.01 0.00
C -5.606341 -1.277757 2.531151 0.04 0.02 -0.02
S -5.390542 -0.565812 0.918500 0.06 0.08 0.06
O -4.625689 -1.482103 0.102853 0.00 -0.03 -0.02
O -6.653265 -0.081251 0.427801 -0.02 0.01 -0.01
C -4.327252 0.843577 1.211980 -0.03 -0.07 -0.05
C -3.991954 1.471491 -0.145941 -0.01 -0.03 0.07
N -2.579572 1.868386 -0.191978 -0.01 0.04 -0.11
C -1.598392 1.073988 -0.661883 0.00 -0.02 0.12
N -0.398292 1.607888 -0.420468 0.00 0.07 -0.09
C -0.618065 2.803668 0.197874 -0.06 -0.01 0.05
C -1.955091 2.969453 0.357354 0.02 -0.08 0.06
N -2.612984 4.056498 1.019907 -0.02 0.16 -0.26
O -1.894494 4.951039 1.417219 0.00 -0.05 0.10
O -3.824070 4.020024 1.118830 0.02 -0.06 0.09
C -1.846341 -0.237632 -1.310381 0.02 -0.01 0.01
H -6.661671 -2.915124 3.429055 -0.01 0.00 0.00
H -6.123346 -3.240517 1.778917 0.00 0.01 0.00
H -7.515142 -2.183948 2.064068 0.00 0.00 0.00
H -4.607793 -1.545377 2.880441 0.00 0.01 0.00
H -6.014497 -0.489399 3.165101 -0.01 0.00 -0.01
H -3.431892 0.446757 1.696229 -0.02 0.02 0.00
H -4.827731 1.543851 1.877978 -0.04 0.00 -0.02
H -4.616009 2.330238 -0.357555 0.01 0.02 0.01
H -4.125953 0.741473 -0.941416 0.00 0.01 -0.01
H 0.165323 3.471647 0.510832 0.00 0.01 -0.01
H -2.449446 -0.114079 -2.211485 -0.01 0.01 0.01
H -2.375785 -0.912830 -0.636901 -0.01 -0.01 0.01
H -0.896656 -0.680722 -1.598311 -0.01 0.01 -0.01
N 2.803095 -0.574914 -3.690677 -0.08 0.02 -0.02
C 2.023422 0.213270 -2.958312 -0.20 0.08 -0.16
O 1.493527 -0.186902 -1.912911 0.22 -0.22 0.10
C 1.759334 1.600881 -3.463214 0.07 0.04 0.06
I -0.161482 1.644762 -4.387593 0.02 0.00 -0.01
H 2.941936 -1.535658 -3.409494 0.00 -0.02 0.03
H 3.148777 -0.283658 -4.589304 0.01 0.02 0.01
H 2.483345 1.934359 -4.199347 0.00 0.01 0.00
H 1.718165 2.284896 -2.621645 0.00 0.01 -0.01
N 2.552804 -1.463689 0.591474 -0.07 0.08 0.03
C 3.151923 -2.214744 -0.450150 -0.03 -0.03 -0.09
C 4.469065 -1.974932 -0.819483 0.02 0.04 -0.03
C 5.018259 -2.641704 -1.902783 0.00 -0.01 0.01
C 4.240072 -3.546584 -2.610371 0.08 -0.09 -0.14
C 2.923876 -3.803687 -2.238163 -0.01 -0.02 0.03
C 2.381975 -3.135617 -1.156922 -0.01 0.00 0.00
S 4.919205 -4.380837 -4.011842 -0.08 0.45 0.14
O 6.068921 -3.646027 -4.448158 0.01 0.00 0.02
O 5.366964 -5.737499 -3.557979 0.04 -0.26 0.02
O 3.841251 -4.618990 -4.935475 -0.03 -0.09 -0.02
H 1.814247 -1.971567 1.071492 0.01 -0.03 0.02
H 3.231299 -1.152631 1.276113 0.03 -0.01 0.01
H 5.063180 -1.251731 -0.273819 0.00 -0.01 0.01
H 6.037985 -2.452292 -2.208994 0.00 0.00 0.00
H 2.327448 -4.506810 -2.803887 0.00 -0.01 0.00
H 1.350999 -3.307978 -0.871934 0.01 -0.01 0.01
```
Positions in Å, forces in eV/Å.

Net charge ... +1
Calculated total energy ... -4600.69683 a.u.
ΔE to the lowest compared entry with this formula, charge and spin ... 0.0 kJ/mol
Lowest unoccupied orbital energy (alpha / beta) ... -3.71 / -6.19 eV
Kohn-Sham gap (alpha / beta) ... 8.39 / 6.16 eV
Strongest force on any atom ... 0.5 eV Å⁻¹
Multiplicity ... 5

=====

(2)
Formula: C23H27F10I2N3P2Pt
Source: the Open Molecules 2025 dataset
Level of theory: ωB97M-V/def2-TZVPD

Geometry as XYZ:
```
68
Properties=species:S:1:pos:R:3:forces:R:3
Pt 0.183769 -0.530144 0.362117 0.72 -0.11 -0.01
C 0.290894 -1.049286 3.435863 -0.03 0.08 0.16
N -0.130101 0.032891 2.523268 0.17 -0.20 -0.29
C 0.744456 1.200495 2.751854 -0.02 0.12 0.01
C 0.643257 2.323409 1.727947 -0.12 -0.05 -0.05
N 0.545499 1.806877 0.368816 -0.06 0.21 -0.19
C 0.679621 2.598838 -0.699652 -0.07 0.10 0.19
C 0.959476 4.007702 -0.698989 -0.06 -0.15 0.00
F 1.071180 4.670757 0.439902 0.03 -0.05 0.23
C 1.101433 4.736829 -1.852458 -0.01 0.08 -0.05
F 1.360260 6.026282 -1.788878 0.01 0.02 -0.01
C 0.953009 4.126249 -3.095531 0.00 -0.04 0.09
F 1.077619 4.822679 -4.188863 0.02 0.09 -0.17
C 0.654490 2.764406 -3.160817 0.01 0.03 0.01
F 0.493886 2.179589 -4.331999 -0.01 -0.02 -0.11
C 0.521515 2.041969 -2.009110 0.01 0.00 0.10
F 0.215577 0.750863 -2.140944 0.01 -0.20 0.08
C -1.572723 0.299116 2.725950 -0.06 0.05 -0.07
C -2.275458 0.994992 1.570486 0.05 -0.06 0.03
N -1.970886 0.318318 0.317171 -0.10 -0.07 -0.26
C -2.699760 0.560407 -0.778760 -0.09 -0.02 0.10
C -3.666397 1.604002 -0.933688 0.10 -0.12 0.04
F -3.830295 2.509759 0.020514 0.01 0.07 0.15
C -4.420449 1.747941 -2.068442 -0.06 0.04 -0.05
F -5.284695 2.737768 -2.167537 -0.05 0.04 -0.02
C -4.266913 0.860559 -3.131309 0.06 -0.02 0.07
F -4.988709 0.998065 -4.207755 -0.12 0.02 -0.18
C -3.327791 -0.166408 -3.044537 -0.05 0.05 -0.04
F -3.179844 -1.010568 -4.047092 0.00 -0.05 -0.09
C -2.570273 -0.297197 -1.915992 0.05 0.10 0.22
F -1.706478 -1.301107 -1.873427 0.15 -0.07 0.09
H 0.166232 -0.745384 4.480277 0.00 0.03 -0.03
H -0.313961 -1.932399 3.257533 -0.02 0.03 -0.01
H 1.340036 -1.286490 3.267637 0.00 0.01 -0.04
H 0.546256 1.624601 3.741779 0.00 -0.04 0.05
H 1.765067 0.823316 2.757861 0.02 -0.04 0.01
H -0.212843 2.968823 1.938547 -0.02 0.03 -0.03
H 1.521343 2.949404 1.869463 0.11 0.10 -0.05
H -2.053088 -0.667299 2.874850 0.02 -0.05 0.04
H -1.713690 0.884483 3.640247 0.00 -0.03 0.03
H -3.345825 0.952695 1.781253 -0.04 0.01 -0.02
H -2.022931 2.053203 1.518372 0.05 0.03 -0.07
C 3.954471 0.367235 1.005092 -0.11 0.01 -0.01
P 2.719061 -0.587595 0.066972 -0.27 -0.21 0.12
C 3.278809 -0.393043 -1.657874 -0.11 0.05 0.06
C 3.121199 -2.330619 0.447829 -0.03 0.07 -0.06
C 2.154121 -3.254431 -0.289837 -0.04 0.04 0.07
P 0.402549 -2.917850 0.143554 -0.23 0.13 0.04
C -0.505537 -3.819648 -1.142662 -0.01 0.04 0.06
C 0.134883 -3.942796 1.621273 0.01 0.07 -0.03
H 4.955507 0.103628 0.659427 0.01 0.02 0.03
H 3.883069 0.151199 2.071627 0.02 0.00 -0.02
H 3.801905 1.436699 0.850215 0.02 -0.02 0.00
H 4.254861 -0.864653 -1.780223 0.02 0.02 -0.03
H 3.374871 0.668090 -1.894114 -0.03 -0.01 0.00
H 2.571000 -0.837816 -2.356543 0.01 0.00 0.00
H 3.044164 -2.470411 1.530126 0.02 0.01 0.00
H 4.155078 -2.534515 0.164103 0.03 -0.04 0.02
H 2.361450 -4.301587 -0.061358 0.02 -0.02 -0.04
H 2.254338 -3.135149 -1.371255 0.00 -0.01 -0.01
H -0.088784 -4.825809 -1.215398 -0.03 -0.01 -0.02
H -0.422910 -3.320702 -2.106740 0.03 -0.03 0.02
H -1.558836 -3.882493 -0.866335 0.06 0.00 -0.05
H 0.287153 -4.988863 1.354548 0.00 -0.03 0.01
H -0.888385 -3.816988 1.977900 0.04 -0.04 0.01
H 0.831354 -3.677361 2.416279 -0.01 -0.03 -0.03
I -3.676730 -2.641418 1.021788 -0.14 0.01 -0.06
I -5.680403 -4.174107 0.175671 0.09 0.05 0.06
```
Positions in Å, forces in eV/Å.

Net charge ... +2
Calculated total energy ... -3452.33733 a.u.
Lowest unoccupied orbital energy (alpha / beta) ... -6.23 / -7.89 eV
Kohn-Sham gap (alpha / beta) ... 6.40 / 6.02 eV
Strongest force on any atom ... 0.7 eV Å⁻¹
Multiplicity ... 5